(1)
{
  "formula": "C12H44F6O10P",
  "method": "wB97M-V/def2-TZVPD",
  "homo_energy_ev": -7.982,
  "gap_ha": 0.3756,
  "total_charge": -1,
  "largest_force_ev_per_a": 3.4,
  "symbols": ["P", "F", "F", "F", "F", "F", "F", "C", "C", "O", "H", "H", "H", "H", "H", "H", "C", "C", "O", "H", "H", "H", "H", "H", "H", "C", "C", "O", "H", "H", "H", "H", "H", "H", "O", "H", "H", "O", "H", "H", "O", "H", "H", "O", "H", "H", "O", "H", "H", "C", "C", "C", "O", "H", "H", "H", "H", "H", "H", "H", "H", "C", "C", "C", "O", "H", "H", "H", "H", "H", "H", "H", "H"],
  "positions_angstrom": [[-0.77037, 0.68331, -0.24934], [-0.37123, 0.53212, -1.84420], [-2.11851, -0.07925, -0.57414], [-0.10210, -0.71112, 0.00339], [-1.08886, 0.67406, 1.38199], [0.62917, 1.57378, 0.01853], [-1.55479, 2.14243, -0.44011], [0.19301, -3.08571, 7.78699], [0.55376, -2.19176, 6.64561], [1.61143, -2.79297, 5.84023], [0.02841, -4.11510, 7.46862], [-0.68603, -2.70985, 8.31055], [0.94016, -3.18542, 8.57435], [0.84876, -1.25834, 7.12496], [-0.35544, -1.97620, 6.08440], [1.62206, -2.38725, 4.97024], [-4.80097, 3.01073, 6.11700], [-4.75221, 3.58326, 4.69520], [-5.03344, 4.94523, 4.83325], [-5.80540, 3.09613, 6.53163], [-4.11949, 3.42940, 6.85754], [-4.67636, 1.93068, 6.03913], [-5.44435, 3.00806, 4.08022], [-3.84061, 3.45973, 4.11054], [-5.93602, 5.02576, 5.15021], [6.06693, 3.12505, 2.29310], [7.50958, 3.03178, 1.92860], [8.25812, 4.05444, 2.40574], [6.05439, 3.13085, 3.38301], [5.52191, 2.26491, 1.90425], [5.64185, 3.99729, 1.79651], [7.59516, 3.10971, 0.84477], [7.90580, 2.03409, 2.11757], [9.07309, 3.69534, 2.76416], [3.53780, -1.03079, -2.84708], [2.85325, -0.95667, -2.18216], [3.07970, -0.90553, -3.67816], [-6.60593, 0.96646, -1.22910], [-5.81434, 0.93152, -0.69208], [-7.19782, 0.33150, -0.82571], [-4.52850, 5.83842, -2.47382], [-3.71581, 6.24109, -2.77981], [-4.79512, 6.37388, -1.72654], [-2.24987, -3.32227, -3.97205], [-2.22336, -2.80667, -3.16603], [-1.49219, -3.90390, -3.90991], [0.26031, 3.77205, 4.81740], [-0.68439, 3.62559, 4.86566], [0.54060, 3.27858, 4.04658], [2.99671, -7.57569, -3.43021], [1.52264, -7.40301, -3.08092], [1.40248, -6.65540, -1.77113], [0.86872, -6.62038, -4.02010], [3.43586, -8.22538, -2.67313], [3.66424, -6.73631, -3.62501], [3.20667, -8.22376, -4.28110], [0.94350, -8.30463, -2.88146], [0.41464, -6.20681, -1.66607], [2.10488, -5.86290, -1.51289], [1.55402, -7.38716, -0.97762], [0.72768, -7.13143, -4.82044], [-0.16634, 3.16792, -6.14852], [-1.48177, 2.49409, -6.57022], [-1.27860, 1.26598, -7.28934], [-2.34287, 2.32797, -5.44789], [0.26400, 3.58697, -7.05808], [0.50286, 2.39930, -5.76187], [-0.49210, 3.95613, -5.46977], [-1.94821, 3.21673, -7.23979], [-2.24141, 1.03855, -7.74691], [-0.95387, 0.41507, -6.69050], [-0.51697, 1.24068, -8.06868], [-1.74882, 1.74474, -4.96983]]
}

(2)
{
  "formula": "C17H16N4O2S2",
  "method": "wB97M-V/def2-TZVPD",
  "smiles": "Cc1ccc(-c2csc(NC(=O)CSc3nc(C)cc(=O)[nH]3)n2)cc1",
  "homo_energy_ev": -8.222,
  "gap_ha": 0.3142,
  "total_charge": 0,
  "largest_force_ev_per_a": 1.2,
  "symbols": ["C", "C", "C", "C", "C", "C", "C", "S", "C", "N", "C", "O", "C", "S", "C", "N", "C", "C", "C", "C", "O", "N", "N", "C", "C", "H", "H", "H", "H", "H", "H", "H", "H", "H", "H", "H", "H", "H", "H", "H", "H"],
  "positions_angstrom": [[1.77366, -6.21186, 1.90137], [1.06562, -4.89838, 1.77917], [0.45233, -4.31730, 2.88388], [-0.22133, -3.11742, 2.77681], [-0.30008, -2.46020, 1.54989], [-0.99961, -1.19218, 1.39607], [-1.49686, -0.40109, 2.39306], [-2.24202, 1.01500, 1.75541], [-1.80670, 0.44187, 0.14645], [-2.15360, 1.06209, -1.02249], [-2.42261, 2.36444, -1.36305], [-2.67395, 2.63846, -2.51084], [-2.44207, 3.38812, -0.24646], [-1.82998, 4.96587, -0.90034], [-0.29947, 4.37140, -1.50034], [-0.01377, 3.12420, -1.32025], [1.17059, 2.66146, -1.81294], [1.40891, 1.20188, -1.61084], [2.05043, 3.47750, -2.45165], [1.76541, 4.87379, -2.65090], [2.45504, 5.70640, -3.19351], [0.51047, 5.24730, -2.12219], [-1.19632, -0.68760, 0.14218], [0.31093, -3.04217, 0.43967], [0.98265, -4.24182, 0.55671], [1.06415, -7.02942, 1.76791], [2.54601, -6.30953, 1.14225], [2.22644, -6.31909, 2.88447], [0.50360, -4.81524, 3.84174], [-0.69379, -2.69404, 3.64994], [-1.46316, -0.54166, 3.45302], [-2.04896, 0.45670, -1.83158], [-3.46178, 3.56702, 0.09464], [-1.80396, 3.11030, 0.58863], [2.46102, 0.96180, -1.72987], [0.83537, 0.63866, -2.34618], [1.06789, 0.89585, -0.62496], [2.98660, 3.10853, -2.83654], [0.23096, 6.21387, -2.24386], [0.25014, -2.53564, -0.51070], [1.45177, -4.67787, -0.31375]]
}

(3)
{
  "formula": "C49H62Cl2OP2Si3SnTe",
  "method": "wB97M-V/def2-TZVPD",
  "homo_energy_ev": -6.715,
  "gap_ha": 0.2631,
  "total_charge": 0,
  "largest_force_ev_per_a": 1.3,
  "symbols": ["Sn", "C", "Si", "C", "C", "C", "C", "C", "C", "P", "C", "C", "C", "C", "C", "C", "C", "C", "C", "C", "C", "C", "C", "C", "C", "C", "C", "C", "P", "C", "C", "C", "C", "C", "C", "C", "C", "C", "C", "C", "C", "H", "H", "H", "H", "H", "H", "H", "H", "H", "H", "H", "H", "H", "H", "H", "H", "H", "H", "H", "H", "H", "H", "H", "H", "H", "H", "H", "H", "H", "H", "H", "C", "C", "C", "O", "H", "H", "H", "H", "H", "H", "H", "Cl", "C", "Cl", "H", "H", "C", "Si", "C", "C", "C", "Te", "C", "Si", "C", "C", "C", "H", "H", "H", "H", "H", "H", "H", "H", "H", "H", "H", "H", "H", "H", "H", "H", "H", "H", "H", "H", "H", "H"],
  "positions_angstrom": [[0.31701, 0.07762, 0.21838], [-0.23450, 2.91693, 3.24682], [-0.94660, 1.89063, 1.80130], [-1.70508, 3.16794, 0.59437], [-1.75136, 4.53310, 0.88913], [-2.20051, 5.46037, -0.03575], [-2.60586, 5.04216, -1.29631], [-2.57792, 3.69593, -1.61201], [-2.13446, 2.76178, -0.67519], [-2.19371, 0.97491, -1.10487], [-3.97240, 0.92114, -1.57185], [-4.84034, 0.92224, -0.47657], [-6.21123, 0.98936, -0.65684], [-6.73697, 1.03172, -1.94081], [-5.88460, 1.00539, -3.03390], [-4.50802, 0.96150, -2.85474], [-1.29642, 0.98071, -2.69452], [-0.23908, 1.86519, -2.91028], [0.51732, 1.78675, -4.06915], [0.23068, 0.82791, -5.02950], [-0.80028, -0.07472, -4.81115], [-1.54518, -0.01174, -3.64343], [-2.49235, 1.12308, 2.65920], [-3.45146, 1.91173, 3.29845], [-4.48698, 1.34546, 4.02262], [-4.58477, -0.03657, 4.13690], [-3.66047, -0.84147, 3.49662], [-2.62818, -0.26260, 2.75499], [-1.40228, -1.32611, 1.92522], [-0.41247, -1.94131, 3.31849], [-0.43985, -1.32203, 4.56613], [0.40875, -1.75299, 5.57524], [1.28986, -2.79910, 5.34777], [1.34081, -3.39915, 4.09769], [0.49985, -2.96920, 3.08564], [-2.49019, -2.73374, 1.49306], [-2.30837, -4.04128, 1.92617], [-3.20266, -5.03226, 1.53995], [-4.29252, -4.71993, 0.74410], [-4.48512, -3.41150, 0.31895], [-3.57929, -2.43114, 0.67610], [-1.03262, 3.38355, 3.82698], [0.34145, 2.28092, 3.92179], [0.43135, 3.70441, 2.88705], [-1.43115, 4.87526, 1.86685], [-2.22998, 6.51309, 0.21681], [-2.94131, 5.76205, -2.03233], [-2.89108, 3.36368, -2.59446], [-4.42376, 0.89025, 0.52656], [-6.86260, 1.01098, 0.20776], [-7.80732, 1.08649, -2.09227], [-6.28915, 1.02589, -4.03815], [-3.86028, 0.97238, -3.72062], [-0.02077, 2.63200, -2.17682], [1.34253, 2.47339, -4.21289], [0.80750, 0.78487, -5.94450], [-1.02316, -0.83756, -5.54737], [-2.33145, -0.73269, -3.46200], [-3.38914, 2.99315, 3.22960], [-5.21496, 1.97932, 4.51386], [-5.37685, -0.48275, 4.72471], [-3.73413, -1.91901, 3.57775], [-1.11770, -0.49790, 4.74832], [0.39454, -1.25778, 6.53784], [1.94824, -3.13235, 6.13962], [2.05419, -4.19041, 3.90353], [0.56682, -3.41059, 2.10055], [-1.48640, -4.28924, 2.58313], [-3.05497, -6.05005, 1.87880], [-4.99873, -5.49021, 0.46099], [-5.34203, -3.15687, -0.29001], [-3.71859, -1.41310, 0.33341], [2.83916, 1.34999, 2.65531], [2.47644, -0.13849, 2.65760], [3.70297, -0.96005, 3.05179], [2.00404, -0.58057, 1.40832], [3.05496, 1.68941, 3.67011], [2.00776, 1.93203, 2.25180], [3.71725, 1.51872, 2.02975], [1.68688, -0.29412, 3.40877], [4.50241, -0.78140, 2.32863], [3.46212, -2.02181, 3.05197], [4.04531, -0.68003, 4.05068], [-3.11021, -3.29898, -3.39690], [-1.48604, -3.71964, -2.82201], [-0.87971, -2.58867, -1.59361], [-0.82465, -3.67535, -3.67917], [-1.52302, -4.70978, -2.38274], [5.37290, -2.77107, -1.30082], [3.51570, -2.94924, -1.58798], [2.66649, -3.54439, -0.02337], [3.22543, -4.24412, -2.94217], [2.77363, -1.29484, -2.12041], [3.31584, 0.40228, -0.89279], [4.16593, 1.33760, -2.67548], [4.86021, 3.02576, -2.21454], [3.39046, 4.16528, -1.86991], [5.93877, 3.78185, -3.56902], [5.92691, 2.81401, -0.66794], [5.79315, -3.70033, -0.91021], [5.56778, -1.97911, -0.57577], [5.90662, -2.52598, -2.22160], [3.11810, -4.45294, 0.38246], [1.60996, -3.74526, -0.22110], [2.72394, -2.75732, 0.73059], [3.62040, -5.20954, -2.61747], [3.72023, -3.98300, -3.87965], [2.16088, -4.37535, -3.14944], [1.68321, -1.35816, -2.17171], [3.13344, -1.02145, -3.11221], [3.39407, 1.41221, -3.44365], [4.94555, 0.67111, -3.05092], [2.85408, 4.39886, -2.79285], [3.69851, 5.11152, -1.42128], [2.68586, 3.68191, -1.18861], [5.38962, 3.91757, -4.50264], [6.81049, 3.15966, -3.77954], [6.30096, 4.76272, -3.25278], [5.32024, 2.48368, 0.17701], [6.43373, 3.73578, -0.37662], [6.68987, 2.05119, -0.83881]]
}